(1)
Density functional theory data (ωB97M-V/def2-TZVPD) for a 9-piece molecular cluster, H18O9 overall at a distorted geometry.

The geometry in XYZ format:
```
27
Properties=species:S:1:pos:R:3:forces:R:3
O 0.193830 0.358326 -0.305141 -0.5 0.7 0.3
H 0.865262 0.633465 0.329262 0.0 -0.1 -0.1
H 0.498216 0.725369 -1.142768 -0.1 -0.1 0.0
O 1.815135 -1.596639 -0.503625 -2.4 -1.2 0.6
H 2.002544 -2.468495 -0.869325 0.3 0.0 0.2
H 0.917915 -1.674306 -0.160180 -0.2 0.1 -0.2
O -3.905416 -0.545156 1.336965 0.1 0.0 0.0
H -3.670334 -1.077514 2.105289 -0.1 0.1 -0.1
H -3.172153 0.073950 1.247391 0.1 0.0 0.2
O 3.325581 -1.684204 2.257186 0.1 0.2 0.3
H 4.068043 -1.592216 2.864868 -0.1 -0.1 0.0
H 3.016660 -0.780699 2.125900 0.0 -0.2 -0.2
O -2.001466 2.313251 1.471014 0.0 -0.1 0.0
H -1.214271 2.862203 1.560264 -0.1 -0.1 0.0
H -1.846395 1.810420 0.663485 0.2 0.1 -0.2
O -2.169717 -4.328755 -0.842827 0.1 0.1 -0.1
H -1.608612 -4.355605 -1.626045 -0.1 0.0 0.1
H -2.242322 -3.389636 -0.638443 -0.1 0.0 0.0
O 3.771118 -1.114192 -1.151896 2.3 1.1 -0.9
H 4.462844 -0.450088 -1.054575 0.2 -0.2 -0.1
H 3.033602 -0.629562 -1.539446 0.1 -0.2 0.2
O -3.419772 0.745284 -1.430642 0.0 0.1 0.0
H -3.907650 0.801841 -0.601325 -0.1 -0.1 -0.1
H -4.099141 0.567043 -2.090702 0.1 0.0 0.1
O 1.665245 4.572989 -0.802197 0.0 0.1 0.1
H 1.107637 5.357562 -0.752106 0.0 -0.1 -0.1
H 2.513608 4.865377 -0.450373 0.0 -0.1 -0.1
```
Forces are in eV/Å.

Properties
HOMO energy   -0.38183 Ha
SMILES   O.O.O.O.O.O.O.O.O

***

(2)
Density functional theory data (ωB97M-V/def2-TZVPD) for a 2-piece molecular cluster, C4H9N3 overall at a distorted geometry.

The geometry in XYZ format:
```
16
Properties=species:S:1:pos:R:3:forces:R:3
H -0.262077 -1.146346 -2.319883 0.5 0.0 0.1
N -0.553862 -0.774075 -1.419294 0.1 1.4 -0.1
C 0.089226 0.293712 -1.065460 -1.3 -0.5 -1.5
C -0.423861 1.151731 0.009437 -0.2 -0.3 0.9
C -1.606564 0.913295 0.592255 0.4 -0.1 -0.1
N 0.411497 2.209353 0.361195 0.2 0.2 0.0
H 0.883355 0.738394 -1.678227 0.1 -0.2 0.1
H -2.240828 0.130903 0.218208 0.0 -0.1 -0.1
H -1.923404 1.448801 1.472761 -0.1 0.2 0.0
H 1.402256 2.045475 0.259406 0.0 0.0 0.0
H 0.189632 2.641441 1.245233 0.0 0.0 -0.1
C 0.668091 -2.339437 0.536971 -2.2 1.0 -2.1
N 1.537353 -1.489274 0.789433 0.8 1.7 0.3
H 0.555191 -3.214659 1.165629 0.1 -0.3 -0.3
H -0.104519 -1.999535 -0.363253 1.1 -1.6 2.2
H 1.378514 -0.609779 0.195589 0.5 -1.3 0.6
```
Forces are in eV/Å.

Properties
HOMO energy   -0.31330 Ha
SMILES   [H]/N=C/C(=C)N.C=N

***

no.,orbital gap (eV)
1,10.5
2,8.8